(1)
This record from the OMol25 dataset describes a 2-piece molecular cluster, C4H14NO2 overall. The level of theory is the ωB97M-V functional and the def2-TZVPD basis.

Bonds (Å) are listed after each position.
CARTESIAN COORDINATES (ANGSTROEM)
1 C 1.160 2.152 1.259  C2 1.514, H7 1.089, H8 1.086, H9 1.096
2 C 0.705 0.829 0.679  C1 1.514, C3 1.565, N6 1.536, H10 1.092
3 C 1.554 0.169 -0.458  C2 1.565, C4 1.540, H11 1.092, H12 1.090
4 C 1.265 -1.323 -0.710  C3 1.540, O5 1.421, H13 1.090, H14 1.093
5 O -0.073 -1.677 -0.387  C4 1.421, H15 0.957
6 N -0.735 0.871 0.144  C2 1.536, H16 1.033, H17 1.011, H18 1.018
7 H 2.196 1.994 1.553  C1 1.089
8 H 0.482 2.409 2.067  C1 1.086
9 H 1.241 2.882 0.446  C1 1.096
10 H 0.726 0.102 1.494  C2 1.092
11 H 1.394 0.764 -1.360  C3 1.092
12 H 2.606 0.288 -0.199  C3 1.090
13 H 1.455 -1.525 -1.764  C4 1.090
14 H 1.849 -1.898 0.012  C4 1.093
15 H -0.648 -2.147 -0.989  O5 0.957
16 H -1.043 -0.115 0.101  N6 1.033
17 H -1.381 1.365 0.743  N6 1.011
18 H -0.673 1.245 -0.801  N6 1.018
19 H -3.485 -1.112 -1.159  O21 0.959
20 H -3.422 -1.333 0.369  O21 0.953
21 O -2.995 -0.898 -0.363  H19 0.959, H20 0.953

Calculated values
charge	+1
HOMO	-14.4789	eV
LUMO energy	-2.974	eV
orbital gap	0.423	hartree
calculated total energy	-9953.9062	eV

Charges per atom according to Mulliken partitioning, unit e:
1. C -1.41
2. C 0.05
3. C -0.76
4. C -0.40
5. O -0.54
6. N -0.17
7. H 0.37
8. H 0.40
9. H 0.37
10. H 0.32
11. H 0.35
12. H 0.42
13. H 0.34
14. H 0.31
15. H 0.30
16. H 0.33
17. H 0.36
18. H 0.36
19. H 0.29
20. H 0.31
21. O -0.59

(2)
This record from the OMol25 dataset describes a 3-piece molecular cluster, C4H14NO3 overall. The level of theory is the ωB97M-V functional and the def2-TZVPD basis.

Bonds (Å) are listed after each position.
CARTESIAN COORDINATES (ANGSTROEM)
1 O -0.693 2.152 -0.550  C2 1.199
2 C -0.186 1.212 -1.095  O1 1.199, C3 1.555, H7 1.090
3 C 0.487 0.114 -0.225  C2 1.555, C4 1.536, N6 1.509, H8 1.113
4 C 0.056 -1.346 -0.431  C3 1.536, C5 1.518, H9 1.085, H10 1.137
5 C 0.435 -1.915 -1.786  C4 1.518, H11 1.109, H12 1.082, H13 1.100
6 N 0.110 0.481 1.189  C3 1.509, H14 1.028, H15 1.058, H16 1.027
7 H -0.407 0.886 -2.112  C2 1.090
8 H 1.577 0.084 -0.449  C3 1.113
9 H -0.984 -1.424 -0.132  C4 1.085
10 H 0.696 -1.963 0.279  C4 1.137
11 H -0.277 -1.550 -2.555  C5 1.109
12 H 1.409 -1.615 -2.149  C5 1.082
13 H 0.428 -3.013 -1.705  C5 1.100
14 H -0.908 0.525 1.323  N6 1.028
15 H 0.626 1.370 1.438  N6 1.058
16 H 0.457 -0.179 1.896  N6 1.027
17 H 2.724 2.889 1.359  O19 0.964
18 H 1.691 2.751 0.303  O19 0.969
19 O 1.825 2.560 1.243  H17 0.964, H18 0.969
20 H -3.022 -1.324 0.973  O22 0.965
21 H -3.393 -0.189 1.858  O22 0.965
22 O -2.653 -0.505 1.327  H20 0.965, H21 0.965

Calculated values
charge	+1
HOMO	-14.3451	eV
LUMO energy	-3.301	eV
orbital gap	0.406	hartree
calculated total energy	-12001.0940	eV

Charges per atom according to Mulliken partitioning, unit e:
1. O -0.43
2. C -0.04
3. C 0.05
4. C -0.22
5. C -1.28
6. N -0.18
7. H 0.40
8. H 0.27
9. H 0.05
10. H 0.36
11. H 0.34
12. H 0.35
13. H 0.36
14. H 0.31
15. H 0.35
16. H 0.38
17. H 0.34
18. H 0.31
19. O -0.65
20. H 0.27
21. H 0.27
22. O -0.60

(3)
This record from the OMol25 dataset describes a 3-piece molecular cluster, C4H14NO3 overall. The level of theory is the ωB97M-V functional and the def2-TZVPD basis.

Bonds (Å) are listed after each position.
CARTESIAN COORDINATES (ANGSTROEM)
1 O -0.475 1.929 -0.962  C2 1.222
2 C 0.266 0.958 -0.930  O1 1.222, C3 1.499, H7 1.115
3 C 0.137 -0.039 0.183  C2 1.499, C4 1.535, N6 1.535, H8 1.136
4 C -0.202 -1.453 -0.310  C3 1.535, C5 1.578, H9 1.093, H10 1.050
5 C 0.932 -2.292 -1.019  C4 1.578, H11 1.140, H12 1.042, H13 1.104
6 N -1.078 0.329 1.045  C3 1.535, H14 1.098, H15 1.046, H16 1.015
7 H 1.006 0.777 -1.744  C2 1.115
8 H 0.976 0.000 0.948  C3 1.136
9 H -1.131 -1.509 -0.883  C4 1.093
10 H -0.369 -1.985 0.579  C4 1.050
11 H 1.804 -2.489 -0.312  C5 1.140
12 H 0.636 -3.246 -1.316  C5 1.042
13 H 1.248 -1.770 -1.939  C5 1.104
14 H -1.711 0.833 0.303  N6 1.098
15 H -0.828 0.973 1.831  N6 1.046
16 H -1.504 -0.512 1.419  N6 1.015
17 H 3.759 0.291 1.331  O19 0.982
18 H 3.290 1.861 1.412  O19 0.990
19 O 3.002 0.916 1.344  H17 0.982, H18 0.990
20 H -2.843 2.283 -0.973  O22 0.992
21 H -3.846 2.405 0.167  O22 1.078
22 O -3.068 1.741 -0.174  H20 0.992, H21 1.078

Calculated values
charge	+1
HOMO	-14.4197	eV
LUMO energy	-3.231	eV
orbital gap	0.411	hartree
calculated total energy	-12000.4731	eV

Charges per atom according to Mulliken partitioning, unit e:
1. O -0.50
2. C 0.00
3. C 0.42
4. C -0.89
5. C -1.25
6. N -0.29
7. H 0.35
8. H 0.29
9. H 0.41
10. H 0.48
11. H 0.29
12. H 0.44
13. H 0.30
14. H 0.30
15. H 0.35
16. H 0.34
17. H 0.31
18. H 0.30
19. O -0.62
20. H 0.35
21. H 0.34
22. O -0.72